Formula: C5H11NO
Source: the Open Molecules 2025 dataset
Level of theory: ωB97M-V with the def2-TZVPD basis set

XYZ file:
```
18
Properties=species:S:1:pos:R:3:forces:R:3
C 0.270995 1.410413 1.615828 -0.0136 -0.4451 0.1637
C 0.055130 0.785303 0.450954 -0.6395 0.8560 -0.1837
N -0.874076 -0.218963 0.249810 1.0007 0.4886 0.2076
C -1.430893 -0.479940 -1.075997 0.3864 0.9613 1.0071
C -1.799681 -2.728860 -2.138196 -0.2434 -0.4783 0.4225
C -1.015039 -1.779560 -1.627537 -0.6347 -1.7894 -1.2615
H -0.312381 1.139114 2.491183 0.1015 -0.1273 0.0154
H 1.063655 2.119279 1.791622 -0.0044 0.0955 -0.3266
H 0.470070 1.175394 -0.474111 0.4785 -0.2810 0.1064
H -1.321536 -0.445477 1.119604 -0.6462 -0.5429 -0.3316
H -1.024871 0.312765 -1.712698 -0.1658 -0.0155 -0.0633
H -2.507772 -0.321235 -1.025095 -0.1337 -0.3663 -0.3327
H -1.355042 -3.648178 -2.500915 0.2154 0.1158 -0.1570
H -2.881864 -2.803196 -2.145254 -0.0802 0.6487 0.1403
H 0.017224 -2.075435 -1.785686 0.3710 0.8669 0.5961
H 3.852187 2.938384 1.689542 -0.2498 0.8283 -0.2271
H 4.592576 2.449982 2.962425 -0.3561 -0.0154 -0.6856
O 4.201316 2.170208 2.114521 0.6139 -0.8000 0.9099
```
Forces are in eV/Å.

Computed properties:
structure (SMILES)	C=CCNC=C.O
relative energy (zero: lowest compared OMol25 entry of this formula, charge and spin)	62.08	kcal per mole
calculated total energy	-327.03241	hartree
frontier orbital gap	8.760	eV

=====

Formula: C54H60BrKN12O6P2
Source: the Open Molecules 2025 dataset
Level of theory: ωB97M-V with the def2-TZVPD basis set

XYZ file:
```
136
Properties=species:S:1:pos:R:3:forces:R:3
K -1.552891 1.060642 1.611907 1.4742 0.3936 0.4474
O 0.326046 6.471784 4.086093 0.0077 -0.0950 -0.0103
C 0.865794 5.389851 4.758752 -0.1810 0.0789 -0.1570
C 1.880950 5.562776 5.687263 0.0233 -0.0371 0.0250
C 2.392800 4.460654 6.361398 0.0038 -0.0110 -0.0076
C 1.879256 3.198405 6.105199 -0.0438 0.0861 -0.0593
C 0.859809 3.054589 5.169555 0.0421 -0.0498 0.0230
C 0.343659 4.133250 4.469350 0.1074 -0.1003 0.1416
C -0.814102 3.855945 3.485375 0.0667 -0.1270 -0.1433
O -1.127053 2.597706 3.370765 0.0106 0.7766 0.4214
N -0.352316 4.486800 2.135811 -0.0003 -0.2048 0.0375
N -0.764717 3.963044 1.005523 -0.0242 0.1502 0.1854
C -0.786122 4.700478 -0.052580 -0.0769 -0.1735 -0.3675
C -1.185816 4.194522 -1.366987 0.1184 0.0998 0.4001
Br -1.503254 2.337925 -1.435213 -0.0006 -0.2785 0.0169
C -1.308819 4.996155 -2.430717 -0.0292 0.1629 -0.2690
C -1.684713 4.808165 -3.844337 0.0613 0.0623 0.3278
C -1.974731 3.598719 -4.484878 -0.0069 -0.0373 -0.0579
C -2.319877 3.574652 -5.829190 0.0215 0.0224 0.0374
C -2.386490 4.744644 -6.572123 -0.0047 -0.0192 -0.0064
C -2.100292 5.952429 -5.952399 0.0253 0.0037 0.0780
C -1.754319 5.976737 -4.611508 -0.0384 0.0445 -0.1222
H 0.726826 7.275791 4.423614 0.0559 0.0961 0.0402
H 2.268821 6.557781 5.883629 0.0041 -0.0002 0.0038
H 3.186406 4.597650 7.085694 -0.0047 0.0048 0.0011
H 2.264405 2.332284 6.629092 0.0081 0.0039 0.0092
H 0.411622 2.095610 4.940243 0.0047 0.0190 0.0109
H -1.649436 4.531186 3.784396 -0.0616 0.0565 -0.0046
H -0.213391 5.494038 2.149291 -0.0352 0.0600 0.0078
H -0.519583 5.759556 -0.013246 0.0129 0.0159 -0.0201
H -1.094547 6.035081 -2.187526 0.0027 -0.0023 -0.0534
H -1.927700 2.669623 -3.940424 0.0032 0.0208 -0.0113
H -2.536130 2.623424 -6.299964 -0.0024 0.0007 -0.0088
H -2.655593 4.715390 -7.620026 -0.0037 -0.0027 0.0006
H -2.144761 6.879518 -6.509794 -0.0029 -0.0107 -0.0136
H -1.532636 6.924512 -4.135196 -0.0023 0.0062 -0.0159
C 3.140597 0.213473 3.388199 0.0041 0.0125 -0.0126
C 3.060879 -0.784130 4.345102 0.0230 -0.0151 0.0222
C 1.811769 -1.227085 4.747649 0.0362 -0.0279 -0.0040
C 0.685756 -0.664670 4.153670 -0.3095 -0.0421 0.0391
N 0.761329 0.250218 3.194719 0.1628 -0.0318 0.0276
C 1.959869 0.696768 2.842903 -0.0714 -0.0864 -0.0300
C -0.706006 -1.018018 4.597288 0.1317 0.0614 -0.1706
C -0.949451 -1.569134 5.852143 0.0454 -0.0035 0.0509
C -2.253688 -1.809438 6.243384 -0.0078 -0.0370 0.0649
C -3.284656 -1.474487 5.382903 -0.0617 0.0797 -0.0373
C -2.949626 -0.919485 4.157531 0.1489 -0.0686 -0.0453
N -1.698553 -0.719669 3.755998 -0.0930 -0.1347 0.1662
H 4.092955 0.611890 3.064027 -0.0001 -0.0111 0.0119
H 3.957545 -1.205523 4.782320 -0.0039 0.0018 -0.0028
H 1.718958 -2.000904 5.497633 0.0207 0.0022 -0.0074
H 1.971949 1.467503 2.083083 -0.0145 0.0148 0.0027
H -0.130480 -1.775845 6.526544 -0.0206 0.0020 0.0118
H -2.461838 -2.229132 7.219384 -0.0017 -0.0042 -0.0031
H -4.321993 -1.613839 5.657019 0.0072 -0.0069 0.0135
H -3.720590 -0.605341 3.459492 0.0078 -0.0012 -0.0181
C -4.140693 -2.149332 -2.844751 0.0043 -0.0262 -0.0301
N -3.097234 -1.413241 -2.156774 0.0273 -0.0101 -0.1562
C -2.004908 -0.948652 -3.003678 -0.0634 0.0139 -0.0409
P -2.909499 -1.485806 -0.533242 0.0159 0.6789 0.0851
O -1.800809 -0.635221 -0.074314 -0.3503 -0.7976 -0.6818
O -4.348627 -1.060297 0.091388 0.1316 -0.2069 -0.1218
P -4.901832 0.380002 0.575893 0.4331 0.3172 0.2342
O -3.886189 1.230179 1.226924 -1.3440 -0.3042 -0.2508
N -6.168126 -0.146899 1.491364 -0.1710 -0.1108 0.1221
C -6.265765 -1.453233 2.122426 -0.0487 0.0169 -0.0268
C -6.844925 0.901736 2.251714 -0.0099 0.0144 -0.0260
N -5.562401 1.131780 -0.709826 -0.1228 0.0444 -0.1838
C -6.544809 0.475139 -1.551068 -0.0092 0.0136 -0.0328
C -5.093123 2.421005 -1.200904 -0.0100 0.0106 0.0056
N -2.910571 -3.075962 -0.125479 -0.0151 -0.4576 0.0919
C -1.954686 -3.923084 -0.840618 -0.0270 0.0011 0.0453
C -3.047476 -3.454114 1.279619 0.0077 0.0243 0.0188
H -3.731692 -3.031629 -3.351065 -0.0226 -0.0037 -0.0048
H -4.612878 -1.513612 -3.597848 0.0089 -0.0037 -0.0116
H -4.905995 -2.481746 -2.146097 0.0192 0.0283 0.0375
H -1.543562 -1.789107 -3.535506 -0.0042 0.0053 -0.0123
H -1.246739 -0.455188 -2.401448 -0.0141 -0.0192 0.0357
H -2.383122 -0.239133 -3.744072 -0.0043 0.0000 0.0008
H -5.848937 -2.225975 1.484263 0.0160 0.0138 -0.0252
H -7.321597 -1.679933 2.286571 -0.0037 -0.0039 -0.0044
H -5.766336 -1.485465 3.097439 0.0238 -0.0002 0.0066
H -6.728778 1.870968 1.768659 0.0358 -0.0297 -0.0559
H -6.432894 0.981527 3.262232 -0.0198 0.0187 0.0106
H -7.911465 0.677105 2.315252 0.0018 -0.0169 0.0238
H -6.856531 -0.474333 -1.119068 0.0357 0.0056 0.0477
H -6.133468 0.285103 -2.547652 -0.0132 0.0003 -0.0048
H -7.433097 1.103322 -1.660995 0.0064 0.0132 -0.0106
H -4.386393 2.854492 -0.499414 -0.0030 -0.0393 0.0282
H -5.946544 3.095071 -1.315111 0.0020 0.0052 -0.0101
H -4.597039 2.316503 -2.169589 -0.0112 -0.0013 -0.0098
H -1.855717 -3.601386 -1.875727 -0.0138 0.0215 -0.0054
H -2.313237 -4.953824 -0.839577 -0.0224 -0.0048 0.0278
H -0.965623 -3.894290 -0.373247 0.0124 0.0006 -0.0160
H -3.614553 -2.708402 1.831991 0.0076 0.0189 -0.0432
H -2.068209 -3.551545 1.757211 -0.0071 0.0098 0.0133
H -3.571621 -4.409202 1.357374 0.0217 -0.0176 -0.0383
C 10.031848 -6.773839 -5.461614 -0.0220 0.0390 -0.0215
O 9.655020 -5.431843 -5.716092 0.0224 -0.0282 0.0359
C 8.658345 -4.906858 -4.957905 0.0590 -0.0469 -0.0649
C 8.341183 -3.574340 -5.213201 -0.0725 -0.0017 0.0649
C 7.337310 -2.960167 -4.493993 0.0514 0.0377 -0.0652
C 6.630361 -3.649036 -3.507869 -0.1639 0.1189 0.1045
C 6.956528 -4.974354 -3.264747 0.0621 -0.1269 -0.0041
C 7.962577 -5.610213 -3.980664 -0.0662 0.0597 0.0519
C 5.554529 -3.014605 -2.728969 0.2150 -0.0558 -0.1835
N 4.800308 -3.617942 -1.843497 -0.0833 0.1658 0.0313
C 3.944834 -2.638612 -1.383285 -0.1172 -0.3789 0.2568
C 4.185859 -1.445914 -1.995961 0.1171 0.3664 -0.2113
N 5.228356 -1.691380 -2.864729 -0.1538 -0.0339 0.1433
C 3.467862 -0.237927 -1.709020 0.1569 -0.1748 -0.1106
C 3.740569 1.005784 -2.288536 0.0530 0.0209 -0.0444
C 3.010996 2.097393 -1.895347 -0.0594 0.0368 0.0344
C 2.009966 1.917531 -0.932748 -0.0467 -0.0452 0.0162
N 1.718564 0.751472 -0.390255 0.0968 -0.0108 -0.0866
C 2.434836 -0.323650 -0.759840 -0.1662 -0.1270 0.2742
C 2.137353 -1.616936 -0.100721 -0.1333 0.3444 -0.0991
N 1.125754 -1.642068 0.781287 0.1499 -0.0496 0.0599
C 0.886599 -2.767021 1.419878 -0.0292 0.0159 -0.0558
C 1.610208 -3.949772 1.213190 -0.0585 0.0160 0.0367
C 2.622802 -3.943702 0.287557 0.0362 -0.0295 -0.0202
C 2.905009 -2.754875 -0.393719 0.1071 -0.1065 -0.1236
H 10.853602 -6.989344 -6.137760 0.0049 -0.0016 -0.0072
H 9.206541 -7.460686 -5.663909 -0.0006 -0.0120 0.0034
H 10.367422 -6.901606 -4.429855 0.0092 -0.0043 0.0038
H 8.890639 -3.043342 -5.978474 0.0023 -0.0090 0.0001
H 7.110430 -1.925558 -4.722266 -0.0025 -0.0054 0.0005
H 6.410168 -5.512571 -2.501470 0.0008 0.0140 -0.0103
H 8.190588 -6.643894 -3.767273 -0.0029 0.0027 0.0015
H 5.675567 -1.028950 -3.469388 0.0165 0.0284 -0.0200
H 4.527235 1.108591 -3.027677 -0.0066 -0.0067 0.0051
H 3.194871 3.080038 -2.307891 -0.0003 -0.0055 -0.0019
H 1.424480 2.764553 -0.589752 -0.0346 0.0043 0.0002
H 0.069231 -2.743239 2.136707 0.0239 0.0350 0.0061
H 1.364876 -4.842661 1.773901 0.0002 0.0054 0.0017
H 3.212651 -4.826234 0.074774 -0.0043 0.0066 -0.0001
```
Forces are in eV/Å.

Computed properties:
relative energy (zero: lowest compared OMol25 entry of this formula, charge and spin)	0.00	kcal per mole
calculated total energy	-7059.14417	hartree
frontier orbital gap	6.443	eV

=====

Formula: C5H12O2
Source: the Open Molecules 2025 dataset
Level of theory: ωB97M-V with the def2-TZVPD basis set

XYZ file:
```
19
Properties=species:S:1:pos:R:3:forces:R:3
C -0.920951 -1.947423 0.902202 -2.4754 1.7236 2.7309
C -0.454905 -1.705010 -0.430453 1.1201 -0.9032 -4.1409
C 0.701851 -2.163892 -0.893825 1.2018 -0.1073 -2.7877
C -0.702908 0.191918 -2.073041 -0.6051 -0.8297 -1.7243
C -1.227461 -0.809656 -1.353715 -2.5383 -1.1330 2.3745
H -1.175637 -2.956035 1.141825 -0.0072 -0.9502 -0.3095
H -1.893217 -1.376989 1.122852 1.3765 -0.5423 -0.2964
H -0.222342 -1.652929 1.685143 0.2229 0.1558 -0.0302
H 1.554096 -2.289891 -0.266962 0.3676 -1.0322 0.5599
H 0.946172 -2.246135 -2.064103 -0.6008 0.7190 2.7926
H -0.281698 0.063306 -3.075644 1.9853 -0.0124 1.0792
H -1.108746 1.135273 -1.919168 -1.8678 1.5433 -0.6571
H -2.360063 -0.862262 -1.103816 1.8214 1.3776 0.4849
H -0.054188 0.790563 0.595038 -0.6985 1.6759 0.2732
H 0.489009 1.284327 1.813956 0.6802 0.2861 1.3544
O -0.128752 1.610559 1.176722 0.0813 -1.9423 -1.6716
H 1.992158 4.795793 2.059475 -0.0193 0.8204 0.5410
H 2.184194 3.693794 1.204317 -0.4973 -1.8009 -1.0848
O 2.663392 4.444686 1.479197 0.4525 0.9520 0.5118
```
Forces are in eV/Å.

Computed properties:
structure (SMILES)	C=CC(=C)C.O.O
relative energy (zero: lowest compared OMol25 entry of this formula, charge and spin)	118.02	kcal per mole
calculated total energy	-348.01673	hartree
frontier orbital gap	7.939	eV

=====

Formula: C29H28MgN2PSSeSi
Source: the Open Molecules 2025 dataset
Level of theory: ωB97M-V with the def2-TZVPD basis set

XYZ file:
```
64
Properties=species:S:1:pos:R:3:forces:R:3
Mg -0.007323 -0.036733 -0.486175 -0.4333 0.0783 -0.7969
C 0.104047 -1.832961 6.919598 -0.0258 0.0146 -0.0226
C 0.870630 -2.317811 5.867794 0.0250 -0.0332 0.0401
C 0.706939 -1.796598 4.595478 -0.0390 0.0109 -0.0571
C -0.233514 -0.794826 4.341334 0.1193 -0.0442 -0.0572
C -0.990068 -0.310611 5.404841 0.0029 -0.0030 -0.0675
C -0.821017 -0.827794 6.682614 -0.0224 0.0105 0.0937
P -0.335024 -0.224872 2.592714 -0.3190 -0.0001 0.2039
C -1.473661 1.203174 2.790455 0.0755 -0.0351 0.0889
C -2.860708 1.092556 2.832416 -0.0032 -0.0145 -0.0106
C -3.646227 2.215233 3.047813 -0.1186 0.0232 -0.0660
C -3.057452 3.461465 3.213581 0.0342 0.0449 -0.0209
C -1.675960 3.582832 3.162389 -0.0147 0.0720 -0.0017
C -0.891205 2.458859 2.951214 0.0194 -0.0183 -0.0534
C -1.408583 -1.480097 1.809941 0.0322 -0.1819 -0.0240
C -2.135107 -2.428672 2.532453 -0.0106 0.0790 -0.0661
C -2.876180 -3.382100 1.851354 -0.0449 -0.0540 0.0358
C -2.882212 -3.378449 0.462990 -0.0449 -0.0184 -0.0376
C -2.157284 -2.422241 -0.238296 -0.0248 0.1230 -0.0828
C -1.385445 -1.438375 0.395942 0.0397 0.0137 0.4471
H 0.227529 -2.235667 7.917234 0.0125 0.0068 0.0002
H 1.602257 -3.096666 6.045514 -0.0075 -0.0007 -0.0276
H 1.306902 -2.170625 3.772315 0.0309 -0.0100 0.0321
H -1.721220 0.470136 5.236693 0.0042 0.0086 0.0030
H -1.419978 -0.442818 7.499670 0.0002 0.0029 -0.0114
H -3.319867 0.119395 2.698741 -0.0029 0.0169 -0.0115
H -4.725951 2.123131 3.078455 0.0175 -0.0213 0.0039
H -3.672918 4.338818 3.371173 -0.0075 -0.0122 0.0018
H -1.211690 4.555059 3.277845 0.0035 -0.0162 -0.0058
H 0.189283 2.548450 2.899300 -0.0098 0.0146 -0.0001
H -2.125502 -2.428216 3.616546 0.0240 -0.0127 0.0315
H -3.439033 -4.129166 2.399820 0.0027 0.0068 0.0001
H -3.449869 -4.131500 -0.074040 0.0076 -0.0002 0.0030
H -2.176767 -2.454228 -1.324842 -0.0154 -0.0209 -0.0026
S -3.291576 3.362907 -1.298926 0.1752 -0.1205 0.1655
C -2.576434 1.838734 -0.866679 -0.2506 0.2434 -0.1539
N -1.313490 1.856095 -0.649043 0.4014 -0.3546 0.2983
C -0.785093 3.123464 -0.799548 -0.1952 0.5951 -0.1098
C 0.556540 3.472536 -0.652679 0.0082 -0.1249 0.0939
C 0.918267 4.793258 -0.814545 0.0626 -0.0155 -0.0057
C -0.033214 5.770427 -1.121348 -0.1599 0.0200 -0.0386
C -1.364573 5.438515 -1.293548 0.0599 0.1431 -0.0335
C -1.730511 4.108446 -1.136260 0.0117 -0.3735 0.0396
H -3.180719 0.942761 -0.818877 0.0763 -0.0478 0.0476
H 1.278332 2.698857 -0.414892 0.0293 0.0431 -0.0153
H 1.956885 5.081589 -0.716027 -0.0026 -0.0406 0.0390
H 0.274884 6.802170 -1.233419 0.0082 -0.0131 -0.0217
H -2.098703 6.190731 -1.551940 0.0171 0.0051 0.0181
C 3.204028 0.896477 1.539467 -0.1035 -0.0746 -0.1200
Si 2.507828 0.061980 -0.055589 0.7819 0.1721 0.2292
C 3.225349 -1.714926 0.079116 -0.1099 0.0867 -0.0398
C 3.580710 0.862001 -1.436837 -0.1342 -0.1117 0.0265
H 4.297869 0.851614 1.573915 0.0059 -0.0109 -0.0414
H 2.819100 0.393842 2.431243 -0.0139 0.0251 0.0055
H 2.913100 1.950567 1.610340 -0.0061 -0.0006 0.0005
H 4.314432 -1.713441 0.192834 0.0079 0.0440 0.0092
H 2.980221 -2.294200 -0.815410 0.0130 -0.0227 0.0176
H 2.797237 -2.241203 0.937736 -0.0122 -0.0124 -0.0122
H 4.644744 0.635260 -1.311924 0.0035 0.0018 0.0485
H 3.473998 1.951484 -1.454382 -0.0202 -0.0011 -0.0071
H 3.269697 0.491449 -2.417612 0.0180 0.0349 -0.0099
Se 0.126502 -0.150694 -5.483041 0.1021 -0.0393 -0.9842
C -0.066351 -0.085724 -3.738993 -0.1883 0.0983 1.1053
N -0.208193 -0.028407 -2.581135 0.1073 -0.1783 -0.1131
```
Forces are in eV/Å.

Computed properties:
charge	-1
calculated total energy	-4862.10201	hartree
frontier orbital gap	6.369	eV

=====

What is the formula in the third record?
C5H12O2